An isolated molecule of C6H12O, computed with the ωB97M-V functional and the def2-TZVPD basis.

As for the structure (SMILES): CCC(C=O)CC.

Structure (XYZ):
```
19
Properties=species:S:1:pos:R:3:nbo_charge:R:1
C 1.953 -1.050 1.419 -0.609
C 1.425 -0.039 0.404 -0.390
C -0.120 -0.041 0.163 -0.373
C -0.452 1.089 -0.831 -0.372
C -1.932 1.276 -1.148 -0.611
C -0.751 -1.367 -0.098 0.423
O -1.900 -1.450 0.307 -0.546
H 3.037 -0.954 1.558 0.214
H 1.473 -0.892 2.389 0.209
H 1.759 -2.083 1.108 0.200
H 1.728 0.971 0.709 0.211
H 1.954 -0.198 -0.561 0.203
H -1.021 0.013 0.905 0.276
H 0.118 0.982 -1.762 0.195
H -0.080 2.007 -0.352 0.205
H -2.053 2.112 -1.843 0.210
H -2.513 1.498 -0.246 0.211
H -2.368 0.385 -1.608 0.211
H -0.257 -2.259 -0.513 0.135
```

A cluster of 3 separate species, C6H12O in total, computed with the ωB97M-V functional and the def2-TZVPD basis.

As for the structure (SMILES): C1=CC1.C=O.CC.

Structure (XYZ):
```
19
Properties=species:S:1:pos:R:3:nbo_charge:R:1
C 2.263 0.668 0.118 -0.609
C 1.468 1.032 -1.132 -0.606
O 0.405 -2.032 -0.545 -0.510
C -0.041 -2.039 0.574 0.275
C -2.433 -0.131 0.768 -0.206
C -2.331 0.053 -0.719 -0.436
C -1.751 0.896 0.378 -0.175
H 3.288 1.048 0.065 0.203
H 1.805 1.085 1.024 0.192
H 2.309 -0.420 0.232 0.209
H 1.927 0.606 -2.030 0.208
H 1.411 2.118 -1.271 0.195
H -0.945 -2.624 0.841 0.112
H 0.430 -1.471 1.400 0.115
H -2.841 -0.729 1.568 0.225
H -1.673 -0.598 -1.302 0.190
H -3.192 0.421 -1.283 0.181
H 0.449 0.637 -1.080 0.208
H -1.167 1.774 0.606 0.230
```

A cluster of 2 separate species, C6H12O in total, computed with the ωB97M-V functional and the def2-TZVPD basis.

As for the structure (SMILES): CC1CC1.CC=O.

Structure (XYZ):
```
19
Properties=species:S:1:pos:R:3:nbo_charge:R:1
C 3.313 -0.317 0.231 -0.732
C 2.413 0.653 -0.491 0.439
O 1.890 1.591 0.060 -0.527
C -0.252 -0.088 0.153 -0.609
C -1.691 -0.421 0.485 -0.234
C -2.701 -0.592 -0.610 -0.423
C -2.737 0.644 0.242 -0.415
H 3.598 -1.173 -0.385 0.219
H 4.210 0.255 0.489 0.246
H 2.872 -0.660 1.173 0.242
H 0.355 -0.816 -0.419 0.192
H 2.282 0.499 -1.583 0.112
H -0.223 0.826 -0.445 0.219
H 0.317 0.097 1.067 0.218
H -1.853 -1.013 1.385 0.208
H -2.339 -0.493 -1.629 0.209
H -3.489 -1.327 -0.476 0.213
H -2.412 1.584 -0.200 0.211
H -3.553 0.752 0.952 0.212
```

A cluster of 2 separate species, C6H12O in total, computed with the ωB97M-V functional and the def2-TZVPD basis.

As for the structure (SMILES): C=CCC(=C)C.O.

Structure (XYZ):
```
19
Properties=species:S:1:pos:R:3:nbo_charge:R:1
C 0.634 0.720 1.455 -0.680
C 1.391 0.590 0.200 0.074
C 2.216 1.580 -0.332 -0.421
C 0.981 -0.665 -0.595 -0.482
C -0.532 -0.686 -0.742 -0.150
C -1.131 -1.353 -1.704 -0.394
H 1.363 1.127 2.212 0.234
H 0.187 -0.299 1.826 0.222
H -0.156 1.436 1.502 0.224
H 2.669 2.190 0.265 0.172
H 2.759 1.643 -1.242 0.196
H 1.558 -0.741 -1.506 0.220
H 1.188 -1.458 -0.016 0.215
H -1.112 -0.221 0.062 0.197
H -0.791 -2.037 -2.344 0.187
H -2.204 -1.365 -1.761 0.175
H -3.542 -0.563 0.535 0.468
H -2.527 0.474 0.949 0.464
O -2.951 -0.369 1.236 -0.922
```

An isolated molecule of C6H12O, computed with the ωB97M-V functional and the def2-TZVPD basis.

As for the structure (SMILES): CC(C)[C@H]1O[C@H]1C.

Structure (XYZ):
```
19
Properties=species:S:1:pos:R:3:nbo_charge:R:1
C 0.589 0.950 1.716 -0.602
C 0.355 -0.186 0.719 -0.252
C 0.209 -1.535 1.428 -0.603
C -0.893 0.105 -0.091 0.072
O -1.029 1.397 -0.664 -0.502
C -0.955 0.288 -1.552 0.062
C 0.226 0.312 -2.495 -0.642
H 1.495 0.776 2.307 0.207
H 0.689 1.903 1.188 0.225
H -0.257 1.035 2.409 0.202
H 1.222 -0.238 0.048 0.199
H -0.641 -1.516 2.123 0.203
H 1.106 -1.769 2.012 0.213
H 0.042 -2.353 0.718 0.210
H -1.814 -0.230 0.401 0.176
H -1.909 0.041 -2.026 0.176
H 1.168 0.029 -2.016 0.211
H 0.337 1.335 -2.871 0.228
H 0.063 -0.346 -3.353 0.215
```

A structure of composition C6H12O, computed with the ωB97M-V functional and the def2-TZVPD basis.

Structure (XYZ):
```
19
Properties=species:S:1:pos:R:3:nbo_charge:R:1
C 1.704 1.171 0.997 -0.640
C 0.441 1.081 0.178 -0.234
C 0.201 -0.341 -2.147 -0.244
O -0.313 -1.133 -1.127 -0.516
C -0.555 -0.555 0.095 0.326
C -1.162 -1.720 0.934 -0.640
C -0.974 0.799 0.511 -0.499
H 2.374 1.962 0.625 0.212
H 2.238 0.230 0.855 0.214
H 1.588 1.325 2.072 0.205
H 0.523 1.727 -0.714 0.202
H 0.221 -0.995 -3.013 0.191
H 1.221 0.016 -1.916 0.182
H -0.486 0.496 -2.339 0.162
H -1.680 -2.411 0.245 0.234
H -1.948 -1.360 1.611 0.202
H -0.496 -2.352 1.523 0.216
H -1.114 0.723 1.589 0.222
H -1.783 1.336 0.021 0.205
```

A cluster of 2 separate species, C6H12O in total, computed with the ωB97M-V functional and the def2-TZVPD basis.

As for the structure (SMILES): C=C/C(C)=C/C.O.

Structure (XYZ):
```
19
Properties=species:S:1:pos:R:3:nbo_charge:R:1
C -0.496 2.191 -0.126 -0.669
C 0.080 0.888 0.572 -0.029
C -0.947 0.019 1.117 -0.168
C -2.450 0.295 0.874 -0.667
C 2.192 -0.172 1.413 -0.350
C 1.538 0.843 0.813 -0.225
H 0.298 2.653 -0.766 0.211
H -0.621 3.030 0.527 0.227
H -1.279 1.956 -0.930 0.222
H -0.605 -1.024 1.309 0.199
H -2.499 0.367 -0.203 0.223
H -2.951 1.259 1.281 0.229
H -2.958 -0.668 1.365 0.220
H 1.700 -1.144 1.599 0.182
H 3.186 -0.199 1.676 0.192
H 2.074 1.725 0.552 0.203
H 0.504 -4.355 -3.502 0.480
H 2.056 -3.994 -3.794 0.474
O 1.176 -3.671 -3.777 -0.954
```

An isolated molecule of C6H12O, computed with the ωB97M-V functional and the def2-TZVPD basis.

As for the structure (SMILES): C/C=C/[C@@H](C)CO.

Structure (XYZ):
```
19
Properties=species:S:1:pos:R:3:nbo_charge:R:1
C -2.228 0.471 0.563 -0.600
C -0.970 -0.353 0.288 -0.289
C -1.150 -1.140 -1.030 -0.048
O 0.036 -1.717 -1.520 -0.716
C 1.499 0.059 0.474 -0.181
C 2.760 0.868 0.387 -0.643
C 0.265 0.515 0.244 -0.205
H -3.124 -0.160 0.575 0.212
H -2.365 1.225 -0.224 0.202
H -2.162 0.993 1.523 0.215
H -0.835 -1.090 1.091 0.207
H -1.840 -1.973 -0.856 0.181
H -1.616 -0.482 -1.783 0.149
H 1.618 -0.992 0.744 0.201
H 3.425 0.476 -0.393 0.218
H 3.318 0.824 1.329 0.219
H 2.549 1.917 0.158 0.211
H 0.693 -1.006 -1.545 0.471
H 0.127 1.565 -0.025 0.195
```

An isolated molecule of C6H12O, computed with the ωB97M-V functional and the def2-TZVPD basis.

As for the structure (SMILES): CCCOC1CC1.

Structure (XYZ):
```
19
Properties=species:S:1:pos:R:3:nbo_charge:R:1
C -2.573 1.114 0.059 -0.608
C -1.269 1.508 -0.626 -0.412
C -0.208 0.430 -0.564 -0.060
C 1.379 -1.889 0.094 -0.466
C 2.523 -0.935 0.364 -0.457
C 1.179 -0.702 0.999 0.099
O 0.314 0.364 0.740 -0.519
H -3.014 0.231 -0.422 0.199
H -2.410 0.877 1.116 0.214
H -3.295 1.934 -0.011 0.209
H -1.457 1.718 -1.686 0.201
H -0.853 2.416 -0.173 0.209
H -0.647 -0.540 -0.840 0.163
H 1.372 -2.889 0.522 0.219
H 1.018 -1.855 -0.933 0.221
H 2.849 -0.298 -0.456 0.217
H 3.319 -1.284 1.017 0.215
H 1.172 -0.848 2.077 0.196
H 0.601 0.648 -1.277 0.160
```

An isolated molecule of C6H12O2, computed with the ωB97M-V functional and the def2-TZVPD basis.

As for the structure (SMILES): C=C([C@@H](C)O)[C@@H](C)O.

Structure (XYZ):
```
20
Properties=species:S:1:pos:R:3:nbo_charge:R:1
C -1.101 0.536 0.409 0.071
C 1.327 -0.157 0.281 0.058
C -1.363 1.840 -0.352 -0.626
C 1.481 -1.145 1.434 -0.612
C -0.007 -0.285 -0.372 -0.007
C -0.287 -1.029 -1.425 -0.424
O -2.281 -0.200 0.609 -0.704
O 2.381 -0.470 -0.694 -0.732
H -2.643 -0.445 -0.250 0.461
H 2.280 0.106 -1.459 0.468
H -0.752 0.773 1.419 0.180
H 1.479 0.875 0.637 0.171
H 1.297 -2.155 1.077 0.220
H -2.131 2.418 0.159 0.218
H -0.455 2.435 -0.408 0.210
H -1.702 1.625 -1.365 0.204
H 2.498 -1.094 1.813 0.223
H 0.777 -0.913 2.228 0.214
H -1.283 -1.110 -1.832 0.188
H 0.484 -1.605 -1.910 0.219
```

A cluster of 2 separate species, C6H12O2 in total, computed with the ωB97M-V functional and the def2-TZVPD basis.

As for the structure (SMILES): C/C=C/C=C(/C)O.O.

Structure (XYZ):
```
20
Properties=species:S:1:pos:R:3:nbo_charge:R:1
C 1.063 1.894 -2.580 -0.661
C 0.741 1.146 -1.321 -0.162
C -0.214 0.260 -1.040 -0.250
C -0.372 -0.270 0.325 -0.352
C -0.321 -1.549 0.688 0.360
O -0.003 -2.568 -0.179 -0.691
C -0.747 -2.058 2.036 -0.651
H 1.490 1.185 -3.294 0.227
H 0.173 2.241 -3.116 0.220
H 1.661 2.778 -2.384 0.225
H 1.444 1.331 -0.509 0.192
H -0.878 -0.148 -1.799 0.207
H -0.522 0.402 1.112 0.185
H 0.680 -2.226 -0.766 0.485
H -0.857 -1.212 2.692 0.215
H 0.026 -2.693 2.436 0.220
H -1.677 -2.591 1.944 0.228
H -0.016 1.780 2.051 0.465
H -0.415 2.682 0.869 0.473
O -0.191 2.696 1.804 -0.933
```

For reference, ΔE to the lowest compared entry with this formula, charge and spin by record: 1.584, 4.039, 1.887, 3.344, 1.192, 4.320, 3.179, 0.891, 1.729, 1.622, 2.126 eV.
For reference, HOMO energy by record: -9.85, -9.70, -9.94, -9.00, -10.01, -7.16, -8.02, -9.47, -9.15, -9.69, -8.67 eV.